C10H23BBrCaClCsF2InLi3N2O9 | ωB97M-V with the def2-TZVPD basis set

The geometry in XYZ format:
```
55
Properties=species:S:1:pos:R:3:mulliken_charge:R:1
C -4.651 -0.015 1.739 -0.995
C -3.525 -0.466 0.687 -0.442
C -2.169 -0.802 1.450 0.056
N -1.615 0.366 2.222 -0.469
In 0.523 0.318 1.784 1.805
C 1.082 -1.891 1.903 -1.344
C 0.636 -2.394 3.373 0.202
C 1.594 -1.770 4.516 -0.929
Br 0.806 -4.417 3.520 -0.488
B 0.808 1.244 -0.274 0.211
O 0.363 0.583 -1.490 -0.644
O 1.419 2.557 -0.458 -0.601
C 0.804 3.389 0.576 -0.287
H -4.213 -0.050 2.787 0.298
H -5.497 -0.778 1.668 0.293
H -5.079 1.033 1.527 0.190
H -3.312 0.303 -0.135 0.324
H -3.863 -1.434 0.183 0.250
H -2.280 -1.740 2.098 0.315
H -1.400 -1.088 0.634 -0.188
H -2.022 1.243 1.898 -0.242
H 1.400 1.222 3.074 -0.344
H 0.364 -2.420 1.174 0.523
H 2.179 -2.122 1.639 0.237
H -0.432 -2.053 3.596 0.236
H 2.637 -1.719 4.040 0.233
H 1.236 -0.731 4.838 0.228
H 1.644 -2.467 5.409 0.399
H -0.196 1.216 -1.996 0.224
H 0.765 4.490 0.264 0.418
H -0.315 3.054 0.770 -0.801
H 1.425 3.280 1.536 0.302
Li 2.913 -1.527 0.035 0.985
Ca -2.550 2.804 1.535 1.665
N 4.721 0.057 -3.144 0.852
O 5.336 1.095 -2.868 -0.576
O 4.421 -0.756 -2.227 -0.687
O 4.400 -0.191 -4.313 -0.564
C 1.319 2.428 -4.731 0.149
C 0.093 2.913 -5.440 0.330
O 0.511 2.993 -6.785 -0.324
C 1.481 2.042 -6.923 0.593
O 1.874 1.635 -7.973 -0.515
O 1.936 1.610 -5.716 -0.235
F -0.256 4.156 -5.021 -0.286
H 1.996 3.241 -4.455 0.198
H 1.082 1.852 -3.836 -0.203
H -0.768 2.242 -5.363 0.300
O -4.274 -3.526 1.298 -0.711
H -3.367 -3.739 1.501 -0.196
F -2.497 -4.234 3.432 -0.818
Li -2.466 -4.199 -0.130 0.818
Cl 2.275 4.615 -1.198 -0.564
Cs 2.283 -5.624 1.842 0.954
Li 0.424 -5.830 5.927 0.865
```

Charge   +1
E   -5349.882124 hartree
Molecular weight   788.1 g/mol

***

C10H23BF4N2O3S | ωB97M-V with the def2-TZVPD basis set

The geometry in XYZ format:
```
44
Properties=species:S:1:pos:R:3:mulliken_charge:R:1
C -1.610 3.698 2.405 -1.191
C -0.875 2.433 1.828 0.012
O -0.943 1.369 2.778 -0.370
C 0.335 0.827 3.045 -0.445
C 0.262 -0.669 3.479 -0.609
O -0.691 -1.420 2.754 -0.430
C -0.144 -2.006 1.622 0.139
C -0.328 -0.967 0.445 -0.900
N -1.126 -1.576 -0.645 0.248
C -1.439 -0.662 -1.797 -0.610
C -0.522 0.567 -1.912 -0.291
N 0.870 0.194 -2.243 -0.496
C -0.382 -2.820 -1.052 -0.887
C -0.465 -3.820 0.140 -0.089
S 1.079 -4.828 0.165 -0.211
O -0.792 -3.239 1.386 -0.495
H -1.114 4.570 1.953 0.339
H -2.655 3.687 2.073 0.290
H -1.494 3.654 3.493 0.327
H 0.166 2.747 1.639 0.327
H -1.356 2.169 0.871 0.124
H 0.806 1.446 3.833 0.438
H 1.019 0.877 2.170 0.247
H 1.286 -1.076 3.452 0.349
H -0.046 -0.672 4.538 0.386
H 0.936 -2.213 1.762 0.359
H -0.859 -0.066 0.782 0.612
H 0.691 -0.740 0.098 0.197
H -2.022 -1.901 -0.278 0.382
H -2.471 -0.293 -1.641 0.343
H -1.482 -1.237 -2.733 0.385
H -0.550 1.249 -1.050 -0.005
H -0.897 1.157 -2.768 0.487
H 1.422 0.573 -1.484 0.237
H 1.166 0.683 -3.090 0.223
H -0.799 -3.196 -1.992 0.531
H 0.649 -2.479 -1.242 0.415
H -1.285 -4.518 -0.091 0.459
H 0.655 -6.012 -0.389 0.178
B 3.026 2.927 -4.482 0.616
F 2.774 3.429 -3.182 -0.416
F 1.995 2.005 -4.828 -0.439
F 3.035 3.982 -5.408 -0.379
F 4.267 2.264 -4.499 -0.390
```

E   -1552.656394 hartree
Molecular weight   338.2 g/mol

***

C10H23ClFN3O4S | ωB97M-V with the def2-TZVPD basis set

The geometry in XYZ format:
```
43
Properties=species:S:1:pos:R:3:mulliken_charge:R:1
C 3.041 -1.801 0.090 -0.286
C 1.837 -2.562 -0.013 0.017
N 0.569 -3.417 -0.217 -0.061
Cl 0.648 -4.641 1.042 0.039
S -0.807 -2.335 0.111 1.142
O -0.597 -1.804 1.573 -0.482
O -2.127 -3.126 -0.066 -0.468
F -0.667 -0.982 -0.952 -0.229
H 3.844 -0.974 -0.220 0.310
C -6.916 -1.344 -0.149 -1.332
C -7.265 -1.625 -1.609 0.362
C -6.045 -2.003 -2.481 -0.649
O -5.201 -0.902 -2.831 -0.424
C -4.312 -0.496 -1.802 -0.501
N -7.983 -0.466 -2.159 -0.725
H -6.477 -0.354 -0.002 0.267
H -7.821 -1.380 0.470 0.341
H -6.217 -2.091 0.240 0.327
H -7.947 -2.482 -1.616 0.376
H -6.421 -2.400 -3.435 0.359
H -5.457 -2.809 -2.024 0.336
H -3.949 -1.342 -1.210 0.171
H -4.797 0.241 -1.161 0.220
H -3.452 -0.005 -2.269 0.289
H -8.311 -0.700 -3.097 0.269
H -7.290 0.272 -2.322 0.317
C 6.677 3.715 2.181 -1.359
C 6.776 2.191 2.195 0.316
C 6.330 1.524 0.873 -0.727
O 4.913 1.490 0.674 -0.287
C 4.358 2.714 0.218 -0.705
N 6.017 1.675 3.343 -0.722
H 5.654 4.074 2.320 0.288
H 7.272 4.140 2.998 0.343
H 7.060 4.126 1.242 0.340
H 7.832 1.941 2.344 0.390
H 6.647 0.471 0.901 0.339
H 6.830 1.972 0.006 0.411
H 5.029 3.246 -0.464 0.323
H 4.097 3.345 1.070 0.233
H 3.428 2.489 -0.315 0.242
H 6.177 0.669 3.415 0.270
H 5.023 1.747 3.108 0.320
```

E   -1817.922459 hartree
Molecular weight   335.8 g/mol

***

C10H23IrN6O2S | ωB97M-V with the def2-TZVPD basis set

The geometry in XYZ format:
```
43
Properties=species:S:1:pos:R:3:mulliken_charge:R:1
Ir 0.938 -0.942 -0.623 0.990
N -1.006 -1.376 0.218 -0.707
C -1.288 -0.357 1.255 0.225
C -2.734 -0.245 1.732 -0.661
C -3.812 -0.075 0.658 -1.084
C -3.790 1.258 -0.089 -0.676
N -4.045 2.360 0.834 -0.095
C -3.467 3.559 0.781 0.835
N -2.905 3.991 -0.341 -0.334
N -3.521 4.364 1.841 -0.439
C -0.708 0.959 0.755 0.636
O -1.035 2.028 1.194 -0.567
O 0.217 0.825 -0.188 -0.785
H -1.690 -1.314 -0.535 0.313
H -1.060 -2.320 0.591 0.334
H -0.680 -0.634 2.122 0.281
H -2.759 0.599 2.423 0.368
H -2.969 -1.133 2.322 0.415
H -4.787 -0.183 1.140 0.375
H -3.790 -0.881 -0.081 0.377
H -4.552 1.242 -0.872 0.376
H -2.823 1.429 -0.564 0.312
H -4.582 2.151 1.662 0.275
H -2.906 3.432 -1.175 0.221
H -2.375 4.846 -0.359 0.222
H -3.809 4.013 2.738 0.197
H -3.071 5.264 1.831 0.213
C 1.417 -1.659 -2.467 -1.198
H 2.175 -2.434 -2.567 0.308
H 1.748 -0.753 -2.993 0.385
H 0.480 -2.038 -2.877 0.339
S 2.568 -1.720 0.621 -0.403
C 4.101 -1.979 -0.175 0.444
N 5.091 -2.635 0.402 -0.158
C 6.291 -2.685 -0.443 -0.461
C 5.839 -1.906 -1.701 -0.460
N 4.453 -1.552 -1.371 0.017
H 5.019 -3.054 1.315 0.188
H 6.549 -3.719 -0.667 0.299
H 7.131 -2.212 0.062 0.310
H 5.874 -2.515 -2.602 0.305
H 6.428 -1.005 -1.860 0.302
H 3.845 -0.993 -1.947 0.167
```

Charge   +2
E   -1375.880287 hartree
Molecular weight   483.6 g/mol
Energy above the lowest of the compared OMol25 structures with the same formula, charge and spin   38.22 kcal per mole